Here is a molecular structure, C40H55BBeF4N5O5 at a distorted geometry from the Open Molecules 2025 dataset. Energies are from the ωB97M-V functional and the def2-TZVPD basis.

Geometry (Å):
Be (0.40065, -1.78133, -2.30146)
B (0.15046, 0.43300, 0.80161)
F (0.40553, -0.90603, 0.77345)
F (1.36468, 0.97641, 1.02188)
F (-0.29925, 0.66201, -0.50955)
F (-0.81390, 0.59666, 1.83711)
N (-3.44560, -3.07180, -1.70361)
C (-4.02126, -2.72534, -0.54069)
C (-5.37051, -2.91650, -0.23701)
C (-6.18348, -3.46121, -1.20628)
C (-5.54400, -3.82776, -2.41309)
C (-4.20355, -3.57358, -2.70151)
H (-3.38620, -2.16281, 0.12763)
H (-5.69380, -2.87541, 0.79265)
H (-7.22420, -3.72837, -1.09711)
H (-6.16264, -4.14891, -3.23803)
H (-3.70063, -3.98738, -3.56304)
N (0.50184, -5.76966, -1.01187)
C (0.33363, -6.83296, -1.90444)
C (0.20498, -8.13674, -1.43123)
C (0.37714, -8.38744, -0.06812)
C (0.64045, -7.33583, 0.83449)
C (0.65680, -6.05854, 0.27746)
H (0.10253, -6.70381, -2.95148)
H (-0.21512, -8.88621, -2.08562)
H (0.41105, -9.42317, 0.23598)
H (0.78314, -7.63302, 1.86295)
H (0.66277, -5.25113, 0.99473)
N (2.73436, 0.73042, -4.06984)
C (2.54592, 2.05140, -3.85972)
C (3.57454, 2.97827, -3.98912)
C (4.79052, 2.62361, -4.62110)
C (4.93944, 1.26578, -4.98981)
C (3.90758, 0.39329, -4.68857)
H (1.57096, 2.25778, -3.44349)
H (3.37264, 3.97402, -3.62290)
H (5.56208, 3.36191, -4.78241)
H (5.66059, 0.91880, -5.71502)
H (3.93089, -0.65219, -4.95845)
N (-2.29610, 4.90644, -2.55803)
C (-2.29694, 5.57259, -3.77240)
C (-1.22915, 6.41828, -4.10769)
C (-0.12931, 6.55023, -3.26139)
C (-0.12702, 5.89298, -2.02023)
C (-1.23182, 5.06666, -1.73406)
H (-3.23035, 5.46371, -4.30466)
H (-1.26405, 6.98112, -5.02877)
H (0.68196, 7.23224, -3.46898)
H (0.78163, 5.91861, -1.43704)
H (-1.28433, 4.48573, -0.82513)
N (1.86912, 5.63985, 5.27034)
C (2.66039, 6.67843, 5.58758)
C (3.68332, 7.14368, 4.69801)
C (3.82252, 6.48720, 3.50909)
C (3.02305, 5.43196, 3.14065)
C (2.04598, 4.99792, 4.04878)
H (2.55702, 7.10623, 6.57384)
H (4.42550, 7.84243, 5.05482)
H (4.64847, 6.77422, 2.87519)
H (3.15906, 4.90258, 2.20917)
H (1.29548, 4.25105, 3.83583)
C (-7.78223, 1.29793, 1.08501)
C (-6.87373, 2.26011, 0.34020)
O (-6.94489, 2.53446, -0.85558)
C (-5.81358, 2.90534, 1.18126)
H (-7.22359, 0.50891, 1.58847)
H (-8.54903, 0.88416, 0.43010)
H (-8.27787, 1.87808, 1.86340)
H (-5.10151, 2.18675, 1.58707)
H (-6.39590, 3.34493, 1.99105)
H (-5.36238, 3.77037, 0.69519)
C (6.45579, -2.38656, -1.24447)
C (5.15940, -3.07570, -0.77453)
O (4.05762, -2.66912, -1.11089)
C (5.19159, -4.35381, 0.05878)
H (6.29955, -1.31921, -1.40081)
H (6.76683, -2.76599, -2.21782)
H (7.22281, -2.49668, -0.47789)
H (6.17101, -4.80389, 0.22084)
H (4.56918, -5.12998, -0.38648)
H (4.86906, -4.08757, 1.06536)
C (-1.18367, -1.75267, 6.42169)
C (-1.77518, -2.57368, 5.32966)
O (-1.16881, -3.49773, 4.76895)
C (-3.11808, -2.11467, 4.83768)
H (-1.15130, -0.67143, 6.28768)
H (-0.12583, -2.01087, 6.47078)
H (-1.56210, -2.08768, 7.38744)
H (-3.96629, -2.02613, 5.51651)
H (-3.47247, -2.79765, 4.06565)
H (-3.00305, -1.13058, 4.38333)
C (-4.13897, 1.22086, -4.63855)
C (-2.70720, 0.91740, -5.14863)
O (-2.01581, 0.01091, -4.67207)
C (-2.04370, 1.73054, -6.20262)
H (-4.04540, 2.17055, -4.11183)
H (-4.43493, 0.53150, -3.84781)
H (-4.99490, 1.40936, -5.28658)
H (-2.58518, 2.65617, -6.39783)
H (-2.11763, 1.20609, -7.15529)
H (-1.00406, 1.90753, -5.92705)
C (4.57391, -2.24940, 5.91994)
C (5.23158, -1.96768, 4.57456)
O (6.22613, -2.57834, 4.24371)
C (4.69373, -0.89702, 3.71765)
H (5.09597, -2.88454, 6.63559)
H (3.54412, -2.59860, 5.84442)
H (4.33882, -1.32718, 6.45128)
H (5.29743, -0.80917, 2.81436)
H (4.67490, 0.00488, 4.32948)
H (3.61438, -1.00367, 3.60938)

Properties
maximum force: 4.04 eV/Å
lowest unoccupied orbital energy: -0.329 Eh
energy relative to the best compared isomer or geometry (same formula, charge and spin): 951.1 kJ/mol
total charge: +1

***

Here is a molecular structure, C40H55F3O7P2RhSSi from the Open Molecules 2025 dataset. Energies are from the ωB97M-V functional and the def2-TZVPD basis.

Geometry (Å):
Rh (-0.17569, 0.28792, -0.99789)
C (-2.32956, 3.42597, -0.62511)
Si (-1.05241, 2.15820, -0.02218)
C (-1.85034, 1.49302, 1.60703)
C (-2.17236, 2.31414, 2.68924)
C (-2.65868, 1.79553, 3.88074)
C (-2.84412, 0.42569, 4.00756)
C (-2.55034, -0.41006, 2.94073)
C (-2.05419, 0.11097, 1.74544)
P (-1.58222, -0.92545, 0.30510)
C (-1.23297, -2.59761, 1.07235)
C (-2.40250, -3.55669, 1.31398)
C (-1.92813, -4.81692, 2.03889)
C (-0.82179, -5.52002, 1.25769)
C (0.34105, -4.56966, 0.98527)
C (-0.12947, -3.30305, 0.27542)
C (-3.18904, -1.01743, -0.64304)
C (-4.52435, -1.11688, 0.10064)
C (-5.66826, -0.78540, -0.85944)
C (-5.64806, -1.69326, -2.08742)
C (-4.28836, -1.67436, -2.78344)
C (-3.17741, -2.02877, -1.79978)
C (0.45038, 3.19597, 0.56106)
C (0.32555, 4.53021, 0.95498)
C (1.43098, 5.29905, 1.28346)
C (2.69889, 4.73836, 1.22837)
C (2.84793, 3.41280, 0.85294)
C (1.73874, 2.63389, 0.51753)
P (1.83124, 0.86277, 0.02478)
C (2.42959, 0.04269, 1.58355)
C (3.54901, 0.70183, 2.39492)
C (4.10744, -0.30869, 3.41213)
C (3.01117, -1.24508, 3.94811)
C (1.67245, -0.51660, 3.96071)
C (1.23624, -0.17614, 2.52618)
C (3.17856, 0.57188, -1.21778)
C (3.07094, -0.89857, -1.66625)
C (3.97410, -1.19709, -2.86104)
C (5.42199, -0.80713, -2.57916)
C (5.50584, 0.65209, -2.14211)
C (4.63914, 0.90211, -0.90650)
H (-2.66639, 4.09702, 0.17203)
H (-1.90964, 4.02631, -1.43385)
H (-3.21140, 2.90219, -1.00692)
H (-2.01344, 3.38533, 2.60695)
H (-2.88468, 2.45340, 4.71198)
H (-3.21389, 0.00810, 4.93665)
H (-2.69807, -1.47711, 3.05708)
H (-0.81895, -2.34807, 2.05752)
H (-3.19766, -3.07662, 1.88705)
H (-2.83918, -3.84833, 0.35618)
H (-1.54917, -4.53879, 3.02978)
H (-2.77009, -5.49551, 2.20231)
H (-0.47601, -6.40338, 1.80139)
H (-1.22693, -5.87275, 0.30250)
H (0.80943, -4.29371, 1.93843)
H (1.10942, -5.06994, 0.39035)
H (0.70403, -2.61258, 0.11989)
H (-0.50991, -3.54424, -0.72271)
H (-3.16877, -0.01801, -1.10541)
H (-4.66497, -2.12867, 0.49287)
H (-4.53622, -0.43618, 0.95347)
H (-6.62862, -0.86876, -0.34339)
H (-5.56906, 0.25797, -1.17822)
H (-5.87280, -2.72021, -1.77431)
H (-6.43486, -1.40158, -2.78701)
H (-4.26148, -2.38135, -3.61504)
H (-4.08316, -0.68225, -3.19946)
H (-3.40051, -3.02157, -1.39625)
H (-1.49359, -1.30872, -2.53603)
H (-0.65789, 4.98779, 0.97249)
H (1.30743, 6.33876, 1.56432)
H (3.57261, 5.33380, 1.46391)
H (3.84359, 2.99730, 0.81243)
H (2.79221, -0.93214, 1.23396)
H (4.35739, 1.07981, 1.77387)
H (3.13103, 1.56737, 2.91519)
H (4.90215, -0.89857, 2.94625)
H (4.56776, 0.23492, 4.24208)
H (2.92633, -2.12867, 3.30751)
H (3.27492, -1.60968, 4.94345)
H (0.89794, -1.11290, 4.44900)
H (1.77234, 0.39910, 4.55177)
H (0.62517, -0.98250, 2.12343)
H (0.60204, 0.71458, 2.53656)
H (2.88412, 1.19677, -2.06687)
H (3.35667, -1.54866, -0.82827)
H (2.03340, -1.14278, -1.91489)
H (3.90503, -2.25917, -3.11291)
H (3.61078, -0.63109, -3.72176)
H (5.83090, -1.44537, -1.78497)
H (6.03686, -0.97278, -3.46781)
H (6.54206, 0.92974, -1.92797)
H (5.15481, 1.29453, -2.95552)
H (5.00050, 0.26424, -0.09147)
H (4.75095, 1.94077, -0.59416)
O (2.45098, 1.34360, -4.66666)
C (1.38754, 1.67893, -4.21149)
O (0.51386, 0.69065, -3.41203)
C (1.50514, 3.54635, -2.87413)
O (2.66759, 3.71975, -2.79364)
O (0.35323, 3.75594, -2.72441)
F (-2.88732, 3.55621, -5.08341)
C (-3.25594, 3.91031, -3.87167)
F (-4.54687, 3.67851, -3.68883)
F (-2.97906, 5.17839, -3.65002)
S (-0.84547, 1.25340, -4.15052)
O (-1.41437, 0.19468, -4.95357)
O (0.25126, 2.07956, -5.04283)
O (-1.92611, -2.17368, -2.44183)

Properties
maximum force: 0.58 eV/Å
lowest unoccupied orbital energy (spin up / spin down): 0.087 / 0.068 Eh
<S²>: 6.01
energy relative to the best compared isomer or geometry (same formula, charge and spin): 254.9 kJ/mol
total charge: -1
2S+1: 5